Density functional theory data (ωB97M-V/def2-TZVPD) for ArH18O9 as an isolated structure.

Computed properties:
HOMO level   -10.58 eV
Orbital gap   0.3959 hartree
2S+1   1
Charge   0
E   -33074.34052 eV
ΔE to the lowest compared entry with this formula, charge and spin   0.3429 eV

The geometry in XYZ format:
```
28
ArH18O9 (ωB97M-V/def2-TZVPD)
Ar 0.059 0.247 0.049
O 2.893 0.153 2.491
H 1.949 0.060 2.618
H 3.203 -0.739 2.334
O 3.640 1.304 -0.075
H 3.323 0.686 0.584
H 3.456 2.167 0.296
O -1.793 -1.671 2.697
H -1.640 -0.955 3.313
H -2.045 -1.237 1.882
O -3.911 0.385 0.188
H -4.774 0.115 0.503
H -4.075 0.743 -0.684
O 0.204 0.608 3.810
H -0.044 1.443 4.207
H 0.740 0.175 4.475
O -1.323 1.086 -3.704
H -0.929 1.903 -4.011
H -0.596 0.603 -3.309
O 2.469 1.068 -2.842
H 2.169 1.929 -2.552
H 2.998 0.740 -2.115
O -2.085 -2.056 -0.675
H -1.372 -1.724 -1.221
H -2.581 -1.276 -0.428
O -0.066 -1.555 -2.497
H 0.646 -2.111 -2.179
H -0.513 -2.090 -3.153
```

natural (NBO) population analysis, charges in e, atoms 1 to 6:
1. Ar 0.00
2. O -0.96
3. H 0.49
4. H 0.47
5. O -0.97
6. H 0.49